The following is a quantum chemistry calculation of a 4-piece molecular cluster, C25H43Br2Cl3NO11S2 overall, from the Open Molecules 2025 dataset.

XYZ file:
```
87
Properties=species:S:1:pos:R:3:mulliken_charge:R:1
O -3.470 3.773 4.489 -0.5636
H -2.894 -3.700 0.357 0.4238
O 5.234 1.898 -3.606 -0.3612
O 8.912 0.884 -0.046 -0.3320
C -0.132 -0.620 0.156 -0.8631
C 4.868 1.287 -2.367 -0.4583
H -3.233 -3.189 2.006 0.3871
H 8.224 0.748 -2.010 0.1447
H -3.506 1.237 5.028 0.3128
H 9.864 4.575 0.414 0.2938
H -6.314 -2.113 1.772 0.5164
C -1.248 -3.145 -1.453 -0.4385
S -5.084 -4.285 1.184 -0.0474
Br 0.188 -2.703 -2.697 -0.0335
O -3.064 4.717 6.502 -0.3456
C 6.200 1.259 -4.270 0.8912
Cl -3.689 0.561 -2.328 -0.0452
H 8.442 1.343 -5.631 0.2908
C -1.621 -4.599 -1.718 -1.4914
H -0.021 1.493 -0.286 0.2695
H 10.332 4.180 2.092 0.2136
O 6.739 0.242 -3.910 -0.5675
H 0.653 1.925 -2.840 0.3326
H 5.712 1.262 -1.680 0.2801
C -2.609 5.903 5.835 -0.6224
H -2.325 6.588 6.628 0.2190
Br -3.956 -2.700 -2.412 0.0373
O 1.192 0.410 -1.522 -0.3123
C -0.033 0.541 -0.834 -0.6370
C -3.287 0.201 -0.644 -0.7677
O 9.652 2.601 1.040 -0.3276
H -6.733 -3.264 -0.881 0.2434
O -3.956 -1.569 3.547 -0.4363
H -5.166 1.882 5.059 0.3164
Cl -6.181 -0.892 4.626 -0.1403
H -1.859 -0.131 1.310 0.5599
C -2.331 -2.037 -1.576 -0.8988
H -1.870 -4.762 -2.763 0.4661
C -3.638 -3.245 0.996 -1.0738
C -4.666 -0.997 0.941 -0.8295
H -1.752 5.678 5.203 0.2974
H 8.205 -0.733 -1.029 0.2173
C 10.357 3.848 1.058 -0.6258
H 0.384 -1.469 -0.287 0.2362
H 4.495 0.276 -2.531 0.2664
C -4.492 0.372 0.335 1.3558
C -4.310 1.597 5.669 -0.5590
O 10.035 2.481 -1.183 -0.5481
C -2.697 -1.211 -0.320 -0.2007
H -7.560 -4.805 -1.010 0.3663
C 1.074 0.914 -2.845 -0.7509
C 8.768 0.161 -1.277 -0.4724
H 11.385 3.711 0.729 0.2934
H 4.079 1.906 -1.948 0.1460
H 2.055 0.938 -3.313 0.2089
H -3.407 6.331 5.232 0.2965
H -4.708 2.567 1.144 0.2504
C -5.475 -4.988 -0.437 0.0238
H -4.573 -5.063 -1.039 -0.0440
H -6.397 -0.360 1.963 0.5823
H -5.749 -6.010 -0.173 0.5736
C -3.462 3.744 5.697 0.7354
C 9.578 2.032 -0.163 0.8004
O 6.462 1.932 -5.383 -0.3555
H -0.859 0.552 -1.555 0.5079
C -5.091 -1.306 3.346 0.9435
H -1.954 -1.300 -2.280 1.0731
Cl -6.022 0.750 -0.466 -0.0438
C -5.725 -1.216 1.967 -1.8562
H 7.596 2.025 -7.047 0.2203
H 9.744 -0.108 -1.678 0.3288
H -2.571 0.974 -0.400 0.5281
O -3.859 2.708 6.442 -0.3356
S -4.120 1.507 1.713 0.0179
H 7.242 0.361 -6.504 0.2922
H -6.416 -4.292 -2.268 0.3199
C 7.507 1.368 -6.188 -0.6194
H -1.451 -1.818 1.359 0.4336
H -4.592 0.829 6.382 0.2408
H -2.444 -4.947 -1.094 0.2857
H -0.791 -3.081 -0.468 0.5533
H 0.417 0.260 -3.432 0.3183
C -6.612 -4.303 -1.196 -1.2227
C -1.529 -0.965 0.681 -1.1526
H -0.754 -5.216 -1.488 0.4766
H 0.447 -0.358 1.044 0.5421
N -3.785 -1.831 0.534 1.4490
```

## Properties
Total charge   +1
LUMO energy   -4.18 eV
HOMO level   -11.87 eV

The following is a quantum chemistry calculation of C25H43BrCaN2P2 as an isolated structure, from the Open Molecules 2025 dataset.

XYZ file:
```
74
Properties=species:S:1:pos:R:3:mulliken_charge:R:1
C -4.152 -3.312 0.306 -1.2256
H 3.134 0.591 -1.651 0.4101
C -0.868 1.370 -1.481 0.7147
C -0.187 -4.577 -1.972 -1.4293
H -4.967 -4.012 0.105 0.4070
C -2.974 3.692 -2.421 -0.1806
H 4.269 -1.510 3.565 0.3859
H 0.873 -3.066 -0.788 0.0669
C 4.620 3.371 0.996 -1.5939
H -2.257 -2.591 2.234 0.6878
H 2.817 2.307 1.680 0.4403
H -0.772 -3.973 -2.680 0.3311
C -1.962 1.074 -0.622 -0.3238
H 2.813 0.331 2.497 0.2857
H -3.014 -3.653 -1.524 0.4509
H -0.750 -5.496 -1.774 0.4135
C -4.338 5.329 -0.700 -0.4396
H 3.903 -2.232 -0.594 0.2869
H -4.913 5.985 -0.049 0.3806
C -1.246 -1.259 -0.601 -0.1304
H 0.336 0.508 -3.066 0.6034
C -1.326 -3.032 1.860 -0.2803
H 0.658 2.762 -2.218 0.7299
H -4.473 -2.320 -0.034 0.2921
H 3.020 -1.137 1.512 0.0034
H 5.494 -1.196 2.312 0.3426
H 2.285 -0.411 -0.401 -0.9559
H -2.767 -4.875 -0.268 0.4750
C 0.096 -3.836 -0.665 -0.2554
H 5.116 -1.188 -1.359 0.4702
P 4.155 0.724 0.530 -0.2880
H 5.054 0.078 3.488 0.3402
H -2.492 3.077 -3.184 0.4135
H 3.677 -1.706 -2.264 0.3915
H -2.497 5.569 0.408 0.3856
Br 0.478 -0.881 1.107 -0.2431
H -2.651 1.879 -0.324 0.6057
C -2.280 4.196 -1.294 0.2570
H -0.089 -4.787 2.127 0.2971
H -4.875 3.664 -3.462 0.3856
C -0.318 0.290 -2.217 -0.8241
H -0.518 3.489 2.877 0.3074
H -0.775 1.910 2.411 0.2370
H -1.823 -5.058 2.515 0.3354
N -0.700 2.875 2.074 -0.8044
C -4.320 4.032 -2.599 -0.4067
C -1.000 -4.337 2.541 -1.4526
C 4.039 -1.385 -1.281 -1.5078
C -0.852 3.871 -1.079 0.2275
C -0.273 2.701 -1.603 -1.9709
C -2.984 5.075 -0.435 -0.3876
H -1.616 3.144 1.685 0.2529
C 3.483 2.369 0.794 0.0232
C -0.584 -1.003 -1.853 -0.9627
Ca 0.956 3.148 0.292 1.8003
H 4.243 4.335 1.345 0.3787
C -2.909 -3.794 -0.439 -0.4957
H 0.483 -4.530 0.095 0.4865
H -0.223 -1.832 -2.461 0.2511
C 4.670 -0.752 2.884 -1.4479
C 3.556 -0.279 1.957 0.1191
H -0.796 -4.114 3.596 0.4314
H 5.147 3.528 0.047 0.3830
H 0.756 -4.853 -2.455 0.4119
C 3.276 -0.131 -0.828 1.1012
N -4.985 4.802 -1.739 -0.5346
H -0.506 -2.323 2.173 -0.0505
H -0.186 4.741 -0.852 0.8144
H 2.978 2.595 -0.180 -0.2148
H -2.991 -0.468 0.472 0.5273
H 5.356 3.011 1.721 0.3952
P -1.357 -3.004 0.034 1.2686
H -4.002 -3.282 1.390 0.3212
C -2.171 -0.223 -0.212 -0.9214
```

## Properties
Total charge   +2
LUMO energy (alpha / beta)   -7.42 / -7.43 eV
HOMO level (alpha / beta)   -12.77 / -12.77 eV

The following is a quantum chemistry calculation of C25H43CeF3P2 as an isolated structure, from the Open Molecules 2025 dataset.

XYZ file:
```
74
Properties=species:S:1:pos:R:3:mulliken_charge:R:1
C -6.661 0.789 -3.110 -1.0218
H -4.548 0.270 4.028 0.3055
C 1.158 0.276 -1.642 0.0470
H 2.347 1.771 -0.694 0.4456
Ce -1.201 -0.194 -2.574 0.6915
H -2.432 -0.170 0.583 -1.0639
H -7.563 0.489 -0.805 0.5020
H -1.976 2.822 2.201 0.4520
C -0.684 2.056 -3.350 0.3749
C -4.241 -0.661 -5.986 -1.2996
C -3.478 0.187 0.649 2.9048
H -7.398 1.614 -3.085 0.4786
C 0.399 -3.315 -2.336 -1.4143
H -5.558 1.581 -4.820 0.4562
C 2.127 1.391 -1.693 -1.3928
H -4.997 -1.336 0.309 0.5411
C -4.785 -1.166 2.404 -0.5204
H 1.133 1.523 0.747 0.4074
H -3.535 -1.448 -6.258 0.4149
H -5.234 -0.935 -6.369 0.4396
H -3.487 2.343 0.547 0.0277
H -7.210 -0.127 -2.839 0.4529
C 1.201 -0.869 -2.510 0.5552
H -4.564 1.639 1.744 0.5202
C 2.156 -1.011 -3.648 -1.5021
C -5.149 -1.999 -3.726 -1.2581
C 0.456 -1.907 -1.874 0.0707
H -0.588 -3.531 -2.765 0.3090
H -4.220 -1.431 4.402 0.4458
H -6.948 1.994 -0.056 0.3933
C -0.777 -2.200 0.408 -1.0347
C -5.905 0.613 -4.417 -1.1881
H -4.472 -2.826 -3.976 0.4525
H -6.100 -2.137 -4.269 0.3882
H -0.541 -3.270 0.307 0.5187
P -4.286 -0.408 -4.166 0.8669
C -6.665 0.996 -0.429 -1.3597
C -0.106 -1.388 -0.655 0.6672
H 0.567 -4.027 -1.520 0.4144
H -5.989 3.482 -1.441 0.4009
H -6.294 0.387 0.401 0.2198
H 1.720 2.204 -2.292 0.2517
F 0.510 2.089 -4.096 -0.2189
H 1.164 -3.473 -3.100 0.3909
H -5.342 -2.030 -2.643 0.2605
P -5.404 1.110 -1.775 1.3975
C 0.322 -0.017 -0.523 1.3081
H -5.568 -1.928 2.599 0.4021
H 1.930 -0.284 -4.443 0.3243
H -5.185 3.206 -3.028 0.4204
F -0.538 3.123 -2.443 -0.2292
H -0.473 -1.863 1.412 0.2259
H 3.076 1.068 -2.140 0.3438
C -2.056 0.982 3.220 -0.0628
H -0.601 1.369 0.864 -0.0781
H -3.936 0.275 -6.468 0.3878
C 0.317 0.792 0.732 -1.0248
H -1.873 -2.115 0.337 0.2146
C -3.565 1.559 1.314 -0.0921
C -5.190 2.933 -1.964 -1.5997
C -2.557 -0.418 3.478 -0.4356
H -6.548 0.136 -5.177 0.5206
H -2.095 -1.092 2.728 -0.2486
H -3.764 0.349 -0.408 -1.9228
H 3.183 -0.819 -3.310 0.3391
H 0.436 0.162 1.622 0.3582
C -4.085 -0.644 3.626 -0.9421
F -1.620 2.536 -4.266 -0.2238
H -2.084 -0.726 4.429 0.5346
H -1.243 1.274 3.928 0.4362
H -4.213 3.208 -1.540 0.3488
C -4.506 -0.809 1.146 -0.8573
H 2.135 -2.004 -4.112 0.4112
C -2.512 1.867 2.323 -1.0492
```

## Properties
Total charge   +2
LUMO energy (alpha / beta)   -9.11 / -9.08 eV
HOMO level (alpha / beta)   -13.72 / -13.73 eV

Q: Among the records above, which one has the lowest total charge?
A: C25H43Br2Cl3NO11S2

Q: Number 3 is which compound?
A: C25H43CeF3P2